## A
One molecule with the formula C6H16N2O. Source: OMol25; level of theory: ωB97M-V/def2-TZVPD.

Cartesian coordinates (Å):
C -1.42 0.57 1.89
C -1.18 -0.54 0.88
N -2.42 -0.99 0.27
C -0.11 0.06 -0.43
C -0.27 -0.85 -1.64
N -0.36 1.42 -0.72
C 1.16 -0.14 0.31
C 2.48 0.18 -0.77
O 3.42 1.01 -0.09
H -0.52 0.82 2.45
H -2.19 0.28 2.62
H -1.80 1.46 1.38
H -0.75 -1.40 1.41
H -3.12 -0.26 0.21
H -2.79 -1.78 0.79
H 0.34 -1.75 -1.59
H -0.02 -0.33 -2.57
H -1.30 -1.18 -1.72
H -1.13 1.55 -1.35
H 0.49 1.93 -0.97
H 1.30 0.61 1.09
H 1.30 -1.15 0.67
H 2.23 0.74 -1.67
H 2.91 -0.78 -1.09
H 3.77 0.51 0.65

Calculated values
Net charge: 0
E_LUMO, eV: 0.9
SMILES: C[C@@H](N)[C@@](C)(N)CCO
Kohn-Sham gap, hartree: 0.3333

## B
A 2-piece molecular cluster, C6H16N2O overall. Source: OMol25; level of theory: ωB97M-V/def2-TZVPD.

Cartesian coordinates (Å):
C 0.50 1.52 -1.23
C -0.27 1.93 -2.48
C 1.67 2.45 -0.94
O -0.34 1.54 -0.07
H -1.13 1.02 -0.28
H 0.88 0.50 -1.38
H -1.10 1.25 -2.65
H -0.66 2.94 -2.36
H 2.37 2.45 -1.77
H 2.19 2.13 -0.03
H 1.30 3.47 -0.78
H 0.38 1.90 -3.36
C -1.13 -2.43 2.37
C 0.87 -1.32 1.49
N -0.57 -1.54 1.35
C -1.12 -1.81 -0.26
N -1.82 -0.87 -0.54
H -1.19 -0.59 1.04
H -0.72 -2.76 -0.60
H -0.70 -3.43 2.27
H -2.21 -2.49 2.24
H 1.18 -0.56 0.78
H 1.41 -2.25 1.30
H 1.13 -1.00 2.50
H -0.91 -2.07 3.38

Calculated values
Net charge: 0
E_LUMO, eV: 0.7
Kohn-Sham gap, hartree: 0.3309

Preferred: A; penalty for the next structure: 1.382 eV.

## A
C6H16N2O as an isolated structure. Source: OMol25; level of theory: ωB97M-V/def2-TZVPD.

Cartesian coordinates (Å):
C 0.05 -0.80 0.55
C 0.82 -2.57 0.41
C 1.09 2.20 -0.79
C -1.31 1.78 -1.06
C -1.42 -1.00 0.86
C 0.85 -0.18 1.68
N 0.48 -0.47 -0.73
N -0.02 1.30 -0.66
O -0.33 -1.06 -1.72
H 0.01 -0.62 -2.51
H 1.82 -2.53 -0.02
H 0.14 -3.16 -0.19
H 0.85 -2.88 1.45
H -1.30 2.07 -2.12
H 1.20 2.57 -1.82
H 0.98 3.08 -0.13
H 2.05 1.74 -0.52
H -1.59 2.66 -0.47
H -2.11 1.04 -0.96
H -1.87 -0.04 1.14
H -1.53 -1.69 1.70
H -1.97 -1.40 0.01
H 1.90 -0.07 1.41
H 0.76 -0.79 2.59
H 0.46 0.82 1.91

Calculated values
Net charge: 0
E_LUMO (spin up / spin down), eV: 0.8 / 0.8
Kohn-Sham gap (spin up / spin down), hartree: 0.3116 / 0.3116

## B
A 2-piece molecular cluster, C6H16N2O overall. Source: OMol25; level of theory: ωB97M-V/def2-TZVPD.

Cartesian coordinates (Å):
C -1.64 1.89 1.83
C -0.71 -0.74 -1.33
C 1.67 -0.75 -2.07
C -1.52 2.39 0.41
C 0.75 -1.31 -0.96
C 1.09 -1.10 0.45
N 2.02 -0.22 0.75
N 0.44 -1.89 1.43
O 2.57 0.03 1.90
H -0.71 1.22 2.06
H -1.93 2.81 2.40
H -2.49 1.13 1.97
H -0.67 0.16 -2.04
H -1.27 -0.54 -0.46
H -1.16 -1.57 -1.82
H 2.72 -1.03 -1.88
H 1.39 -1.11 -3.07
H 1.62 0.34 -2.10
H -2.37 3.10 0.18
H -1.62 1.54 -0.29
H 0.80 -2.46 -1.29
H 2.48 0.16 -0.09
H 0.05 -2.82 1.20
H -0.50 2.74 0.17
H 0.90 -1.90 2.30

Calculated values
Net charge: 0
E_LUMO, eV: 0.7
Kohn-Sham gap, hartree: 0.3092

Preferred: B; penalty for the next structure: 2.227 eV.

## A
An isolated ion of composition C6H11NO and charge +1. Source: OMol25; level of theory: ωB97M-V/def2-TZVPD.

Cartesian coordinates (Å):
C 0.61 1.03 1.76
N 0.24 0.77 0.41
C -1.24 0.59 0.20
C -1.58 -0.87 -0.27
C -0.23 -1.28 -0.92
C 0.91 -0.28 -0.39
C 1.59 0.28 -1.56
O 2.24 -0.39 -2.34
H -0.36 1.38 2.32
H 1.38 1.82 1.95
H 1.18 0.18 2.18
H -1.55 1.46 -0.53
H -1.68 0.74 1.23
H -2.48 -0.76 -0.80
H -1.91 -1.50 0.47
H -0.23 -1.23 -1.97
H -0.10 -2.32 -0.52
H 1.62 -0.95 0.30
H 1.58 1.32 -1.51

Calculated values
Net charge: +1
E_LUMO (spin up / spin down), eV: -3.7 / -7.9
Kohn-Sham gap (spin up / spin down), hartree: 0.3949 / 0.2400
2S+1: 2

## B
A 2-piece molecular cluster, C6H11NO overall. Source: OMol25; level of theory: ωB97M-V/def2-TZVPD.

Cartesian coordinates (Å):
C 0.01 1.11 -0.46
C -0.77 2.01 -1.13
O -1.81 2.54 -0.48
C -0.50 2.54 -2.48
H 0.84 0.67 -0.99
H -0.11 0.90 0.59
H -2.46 2.83 -1.14
H 0.29 1.99 -2.99
H -1.31 2.51 -3.21
H -0.21 3.59 -2.41
C 0.67 -2.35 2.09
C 1.33 -1.19 2.32
C 0.65 -2.51 -0.20
N 0.78 -3.07 0.92
H 0.07 -2.76 2.89
H 1.95 -0.76 1.54
H 1.32 -0.65 3.26
H 0.93 -3.00 -1.12
H 0.23 -1.51 -0.31

Calculated values
Net charge: +1
E_LUMO (spin up / spin down), eV: -3.9 / -8.5
Kohn-Sham gap (spin up / spin down), hartree: 0.3229 / 0.1283
2S+1: 2

Preferred: A; penalty for the next structure: 0.379 eV.

## A
A 2-piece molecular cluster, C4H14N2O overall. Source: OMol25; level of theory: ωB97M-V/def2-TZVPD.

Cartesian coordinates (Å):
C 0.46 1.31 0.23
C 1.38 0.09 0.14
C 1.16 -0.81 -1.08
N 1.79 -2.18 -0.96
C -0.85 1.26 -0.52
N -1.59 2.53 -0.45
H 1.04 2.16 -0.15
H 0.30 1.50 1.28
H 1.33 -0.54 1.04
H 2.43 0.40 0.14
H 1.64 -0.38 -1.96
H 0.11 -0.96 -1.25
H 2.77 -2.04 -1.20
H 1.85 -2.38 0.04
H -0.74 1.04 -1.58
H -1.49 0.48 -0.12
H -1.23 3.10 0.31
H -1.43 3.07 -1.29
H -2.43 -1.31 2.81
H -1.32 -1.77 1.79
O -2.15 -2.02 2.21

Calculated values
Net charge: -1
E_LUMO (spin up / spin down), eV: 4.0 / 3.8
Kohn-Sham gap (spin up / spin down), hartree: 0.1091 / 0.3677
2S+1: 2

## B
A 2-piece molecular cluster, C4H14N2O overall. Source: OMol25; level of theory: ωB97M-V/def2-TZVPD.

Cartesian coordinates (Å):
C 1.78 -0.64 2.05
N 0.74 -0.45 0.99
C 0.14 0.89 1.04
C 0.12 1.54 -0.36
C -0.87 0.87 -1.37
N -2.23 0.86 -0.91
H 2.76 -0.38 1.61
H 1.67 -0.02 2.94
H 1.87 -1.71 2.23
H 0.07 -1.17 1.27
H 0.49 1.56 1.81
H -0.94 0.78 1.24
H 1.11 1.51 -0.81
H -0.30 2.54 -0.19
H -0.48 -0.13 -1.54
H -0.77 1.49 -2.26
H -2.54 0.03 -0.43
H -2.89 1.50 -1.32
H 0.82 -1.99 -0.71
H 0.85 -2.69 -2.03
O 0.24 -2.53 -1.27

Calculated values
Net charge: -1
E_LUMO (spin up / spin down), eV: 4.0 / 3.8
Kohn-Sham gap (spin up / spin down), hartree: 0.0997 / 0.3395
2S+1: 2

Preferred: A; penalty for the next structure: 0.568 eV.

## A
One molecule with the formula C3H3Cl2F. Source: OMol25; level of theory: ωB97M-V/def2-TZVPD.

Cartesian coordinates (Å):
C -2.28 -0.42 -0.66
C -1.12 -0.25 -0.01
F -1.25 0.12 1.28
C 0.17 -0.15 -0.60
Cl 0.75 1.54 -0.12
Cl 1.35 -1.24 0.12
H -3.27 -0.30 -0.38
H -2.09 -0.90 -1.71
H 0.09 -0.15 -1.75

Calculated values
Net charge: 0
E_LUMO, eV: 0.5
SMILES: C=C(F)C(Cl)Cl
Kohn-Sham gap, hartree: 0.3938

## B
One molecule with the formula C3H3Cl2F. Source: OMol25; level of theory: ωB97M-V/def2-TZVPD.

Cartesian coordinates (Å):
C 1.66 1.53 0.09
C 0.69 0.32 0.01
Cl 1.57 -1.21 -0.04
C -0.63 0.45 0.02
F -1.19 1.65 -0.11
Cl -1.88 -0.80 0.04
H 2.07 1.64 1.14
H 1.31 2.53 -0.23
H 2.35 1.28 -0.68

Calculated values
Net charge: 0
E_LUMO, eV: 0.8
SMILES: C/C(Cl)=C(\F)Cl
Kohn-Sham gap, hartree: 0.3808

## C
C3H3Cl2F as an isolated structure. Source: OMol25; level of theory: ωB97M-V/def2-TZVPD.

Cartesian coordinates (Å):
C -1.68 0.77 0.48
C 0.00 0.29 -0.50
C 0.93 -0.58 0.09
F 0.39 1.05 -1.54
Cl 2.56 0.37 0.47
Cl 1.31 -2.01 -0.96
H -2.25 1.06 -0.28
H -1.86 -0.05 1.07
H 0.60 -0.90 1.16

Calculated values
Net charge: 0
E_LUMO (spin up / spin down), eV: -0.9 / -1.1
Kohn-Sham gap (spin up / spin down), hartree: 0.3520 / 0.2894

Preferred: B; penalty for the next structure: 0.375 eV.

## A
A 9-piece molecular cluster, C36H72O27 overall. Source: OMol25; level of theory: ωB97M-V/def2-TZVPD.

Cartesian coordinates (Å):
C 2.94 -18.00 9.08
C 4.12 -17.46 8.28
O 5.37 -18.09 8.77
C 6.26 -17.27 9.56
O 6.19 -16.04 9.69
O 7.17 -17.99 9.95
C 8.21 -17.54 10.68
H 2.11 -17.59 8.51
H 2.85 -17.54 10.06
H 2.89 -19.07 8.90
H 4.12 -16.37 8.30
H 3.85 -17.59 7.23
H 7.83 -17.10 11.60
H 8.80 -16.83 10.11
H 8.94 -18.32 10.90
C 3.93 -13.59 18.37
C 5.05 -13.80 17.43
O 4.49 -13.40 16.06
C 4.84 -14.12 14.98
O 5.72 -15.01 14.93
O 4.03 -13.88 13.86
C 4.26 -14.48 12.63
H 4.18 -14.02 19.34
H 3.01 -14.09 18.08
H 3.65 -12.54 18.37
H 5.40 -14.83 17.36
H 5.98 -13.26 17.62
H 4.94 -13.94 11.97
H 3.29 -14.60 12.14
H 4.70 -15.47 12.74
C 8.78 -7.18 12.64
C 7.39 -7.10 13.32
O 7.30 -7.26 14.77
C 6.14 -7.49 15.44
O 5.07 -7.59 14.93
O 6.34 -7.56 16.73
C 5.23 -7.84 17.60
H 8.89 -7.61 11.65
H 9.53 -7.55 13.34
H 9.10 -6.15 12.45
H 6.78 -7.85 12.81
H 6.90 -6.13 13.20
H 5.64 -7.95 18.60
H 4.91 -8.80 17.19
H 4.36 -7.21 17.41
C 14.45 -9.65 8.46
C 15.81 -9.26 7.94
O 16.49 -8.53 8.95
C 16.09 -7.35 9.30
O 15.18 -6.77 8.70
O 16.83 -6.99 10.45
C 16.40 -5.81 11.16
H 13.64 -9.77 7.74
H 14.06 -8.93 9.19
H 14.70 -10.64 8.86
H 15.83 -8.57 7.09
H 16.35 -10.14 7.60
H 17.15 -5.36 11.81
H 15.50 -5.90 11.76
H 16.11 -5.05 10.44
C 7.38 -12.97 9.75
C 7.53 -11.50 9.38
O 8.88 -11.21 8.91
C 9.50 -10.04 9.13
O 9.07 -9.12 9.78
O 10.68 -10.02 8.56
C 11.00 -10.85 7.48
H 8.23 -13.26 10.38
H 7.49 -13.53 8.83
H 6.44 -13.21 10.25
H 7.26 -10.84 10.20
H 6.93 -11.37 8.48
H 11.12 -11.91 7.68
H 11.67 -10.37 6.76
H 10.18 -10.71 6.78
C 4.34 -12.93 8.03
C 3.13 -12.23 8.59
O 3.39 -12.06 9.99
C 3.76 -10.86 10.45
O 4.05 -9.90 9.70
O 3.89 -10.91 11.81
C 4.64 -9.87 12.39
H 4.33 -13.99 8.30
H 5.32 -12.67 8.41
H 4.32 -12.82 6.94
H 2.26 -12.86 8.42
H 2.94 -11.31 8.05
H 5.66 -10.16 12.12
H 4.71 -9.91 13.48
H 4.38 -8.93 11.91
C 6.64 -11.73 5.29
C 6.64 -10.19 5.30
O 7.96 -9.79 5.47
C 8.28 -8.61 5.90
O 7.56 -7.68 6.09
O 9.66 -8.49 5.76
C 10.31 -7.36 5.77
H 7.37 -12.09 6.01
H 7.02 -12.02 4.31
H 5.62 -12.07 5.42
H 5.97 -9.80 6.07
H 6.19 -9.68 4.45
H 11.38 -7.35 5.55
H 10.29 -6.78 6.70
H 9.94 -6.86 4.88
C 10.20 -12.39 4.06
C 10.78 -13.75 4.48
O 9.85 -14.78 4.49
C 8.94 -14.80 5.59
O 8.89 -13.97 6.50
O 8.17 -15.90 5.51
C 7.31 -16.26 6.56
H 9.69 -12.30 3.10
H 10.95 -11.63 4.26
H 9.34 -12.26 4.73
H 11.29 -13.64 5.44
H 11.58 -14.07 3.81
H 6.73 -15.44 6.99
H 7.86 -16.61 7.43
H 6.55 -16.91 6.12
C 10.84 -15.63 8.53
C 11.56 -16.66 7.69
O 12.93 -16.43 7.76
C 13.62 -16.95 8.65
O 13.22 -17.64 9.53
O 14.97 -16.73 8.33
C 16.03 -17.25 9.13
H 9.76 -15.80 8.58
H 11.08 -14.60 8.25
H 11.10 -15.52 9.58
H 11.38 -16.51 6.62
H 11.23 -17.64 8.03
H 16.37 -18.14 8.59
H 15.76 -17.36 10.18
H 16.80 -16.48 9.16

Calculated values
Net charge: 0
E_LUMO, eV: 0.4
SMILES: CCOC(=O)OC.CCOC(=O)OC.CCOC(=O)OC.CCOC(=O)OC.CCOC(=O)OC.CCOC(=O)OC.CCOC(=O)OC.CCOC(=O)OC.CCOC(=O)OC
Kohn-Sham gap, hartree: 0.4013

## B
A 9-piece molecular cluster, C36H72O27 overall. Source: OMol25; level of theory: ωB97M-V/def2-TZVPD.

Cartesian coordinates (Å):
C -0.69 6.23 -3.72
C -0.39 4.74 -3.90
O 0.94 4.60 -4.39
C 1.31 3.40 -4.79
O 0.64 2.39 -4.84
O 2.59 3.44 -5.11
C 3.27 2.24 -5.47
H -0.05 6.71 -2.99
H -1.76 6.24 -3.51
H -0.58 6.70 -4.70
H -1.10 4.27 -4.58
H -0.51 4.21 -2.95
H 2.62 1.61 -6.09
H 3.38 1.69 -4.54
H 4.17 2.47 -6.02
C -4.04 1.46 1.72
C -4.96 2.25 0.80
O -4.23 3.03 -0.16
C -3.50 2.55 -1.17
O -2.80 3.26 -1.83
O -3.62 1.24 -1.27
C -2.79 0.54 -2.20
H -3.56 2.20 2.37
H -3.25 1.04 1.09
H -4.50 0.72 2.36
H -5.60 2.96 1.32
H -5.57 1.59 0.17
H -1.78 0.52 -1.78
H -2.62 1.13 -3.10
H -3.18 -0.45 -2.40
C 0.07 4.14 0.07
C -0.52 2.98 0.88
O 0.34 2.64 1.96
C -0.01 1.69 2.82
O -1.10 1.17 2.89
O 0.92 1.68 3.77
C 0.81 0.80 4.87
H 1.00 3.77 -0.34
H 0.35 5.00 0.70
H -0.71 4.54 -0.57
H -0.45 2.10 0.23
H -1.53 3.15 1.24
H 0.13 -0.04 4.72
H 0.51 1.32 5.78
H 1.81 0.47 5.12
C -2.21 -1.33 6.16
C -2.51 -1.18 4.67
O -3.63 -1.97 4.30
C -3.30 -3.21 3.83
O -2.22 -3.71 3.96
O -4.38 -3.71 3.30
C -4.29 -4.84 2.44
H -1.33 -0.81 6.55
H -1.91 -2.36 6.35
H -3.09 -1.10 6.76
H -1.57 -1.44 4.19
H -2.63 -0.13 4.40
H -4.63 -5.70 3.01
H -3.29 -5.14 2.12
H -4.95 -4.71 1.59
C 1.66 1.63 -1.84
C 1.65 0.71 -0.64
O 0.47 -0.09 -0.70
C 0.30 -1.02 0.23
O 1.14 -1.48 0.97
O -0.97 -1.37 0.21
C -1.55 -2.26 1.14
H 0.77 2.24 -1.88
H 1.79 1.08 -2.77
H 2.53 2.29 -1.74
H 1.63 1.36 0.24
H 2.59 0.19 -0.46
H -1.40 -2.13 2.21
H -1.31 -3.29 0.89
H -2.62 -2.11 1.04
C -7.25 -1.88 1.65
C -6.88 -1.96 0.19
O -5.56 -2.46 0.06
C -5.01 -2.68 -1.12
O -5.59 -2.59 -2.18
O -3.74 -2.94 -0.98
C -3.01 -3.57 -2.00
H -6.74 -1.03 2.13
H -6.98 -2.81 2.13
H -8.32 -1.70 1.76
H -6.94 -1.03 -0.36
H -7.54 -2.72 -0.25
H -3.05 -2.97 -2.91
H -3.39 -4.55 -2.32
H -1.98 -3.79 -1.72
C 8.08 4.35 -0.15
C 7.83 3.08 0.65
O 6.75 3.22 1.59
C 5.50 3.19 1.20
O 5.11 2.89 0.10
O 4.73 3.41 2.27
C 3.34 3.40 2.03
H 8.87 4.26 -0.88
H 8.35 5.20 0.48
H 7.14 4.60 -0.65
H 8.66 2.75 1.26
H 7.53 2.26 -0.02
H 3.03 2.37 1.86
H 2.99 4.01 1.20
H 2.82 3.79 2.90
C 0.08 -6.09 1.95
C -0.28 -6.47 0.51
O -0.49 -7.86 0.45
C -1.69 -8.38 0.68
O -2.67 -7.77 0.99
O -1.61 -9.69 0.46
C -2.86 -10.38 0.37
H -0.67 -6.36 2.70
H 0.17 -5.00 2.05
H 1.02 -6.52 2.27
H 0.46 -6.21 -0.25
H -1.17 -5.94 0.15
H -2.74 -11.21 -0.32
H -3.65 -9.80 -0.11
H -3.13 -10.70 1.38
C 4.67 -0.50 -2.88
C 5.83 0.43 -2.51
O 5.54 1.71 -3.09
C 6.51 2.61 -3.05
O 7.62 2.42 -2.64
O 6.00 3.79 -3.40
C 6.88 4.89 -3.28
H 3.72 -0.10 -2.51
H 4.86 -1.52 -2.58
H 4.62 -0.52 -3.97
H 6.74 0.04 -2.97
H 5.99 0.53 -1.44
H 6.63 5.53 -2.44
H 6.74 5.57 -4.12
H 7.94 4.64 -3.27

Calculated values
Net charge: 0
E_LUMO, eV: 0.5
SMILES: CCOC(=O)OC.CCOC(=O)OC.CCOC(=O)OC.CCOC(=O)OC.CCOC(=O)OC.CCOC(=O)OC.CCOC(=O)OC.CCOC(=O)OC.CCOC(=O)OC
Kohn-Sham gap, hartree: 0.4053

Preferred: B; penalty for the next structure: 5.767 eV.